1.
Entry from OMol25: a molecular structure, C9H31N12O7Tl at a distorted geometry (wB97M-V/def2-TZVPD).

## Properties
- Spin multiplicity: 1
- Total charge: +2
- Gap between HOMO and LUMO: 0.1429 Eh
- Energy above the lowest of the compared OMol25 structures with the same formula, charge and spin: 261.2 kJ/mol
- Highest occupied orbital energy: -14.2 eV

```
60
Properties=species:S:1:pos:R:3:forces:R:3:nbo_charge:R:1
Tl -28.279740 -16.720440 -14.153640 -1.24 -0.11 0.72 1.30
C -27.002670 -17.352720 -9.429400 0.01 0.31 0.17 -0.54
C -27.943100 -17.825320 -10.650920 -3.38 -0.06 0.86 0.03
C -28.896460 -19.004690 -10.235310 0.57 -0.14 -0.58 -0.66
O -28.630400 -16.762790 -11.218070 2.36 -1.98 0.05 -0.22
H -26.229910 -18.076450 -9.170260 0.07 -0.15 -0.82 0.24
H -27.631170 -17.381040 -8.539300 -0.29 0.70 -0.19 0.25
H -26.585550 -16.389120 -9.721940 -0.05 -0.05 0.43 0.25
H -27.166090 -18.199220 -11.317680 0.54 0.14 -0.54 0.31
H -29.838250 -18.766340 -9.741000 0.06 0.76 -0.31 0.24
H -28.485820 -19.761080 -9.566460 0.75 0.28 0.03 0.24
H -29.113660 -19.565080 -11.144640 -0.28 0.13 -0.16 0.23
C -27.039880 -18.465520 -17.513660 -0.43 -0.32 1.20 0.76
O -27.749070 -17.938940 -16.690810 -1.47 2.01 2.45 -0.70
N -25.898950 -19.047260 -17.230830 1.90 -0.57 1.76 -0.83
N -27.391020 -18.656890 -18.718660 -1.73 -0.51 -6.07 -0.78
H -25.316450 -19.361900 -17.993590 0.55 0.14 0.88 0.41
H -25.670660 -18.781240 -16.283620 1.27 -0.52 -0.30 0.41
H -26.775260 -19.143690 -19.354250 -0.24 0.12 0.06 0.39
H -28.215300 -18.283250 -19.167050 0.06 0.10 0.58 0.42
C -28.267980 -12.652590 -14.026190 0.88 -0.23 -1.17 0.77
O -28.568540 -13.795350 -14.295080 -0.67 -1.98 -1.05 -0.70
N -27.746440 -11.765280 -14.849340 1.16 0.91 -2.59 -0.82
N -28.368720 -12.173430 -12.831150 -1.12 0.38 4.37 -0.82
H -27.481890 -10.850110 -14.513800 -0.07 -0.23 -0.50 0.40
H -27.491570 -12.077740 -15.775350 0.00 0.38 0.15 0.41
H -28.105550 -11.236750 -12.560090 -0.42 -0.31 0.02 0.40
H -28.981680 -12.750880 -12.273550 0.28 0.49 0.62 0.41
C -27.902160 -20.913930 -14.018140 -0.60 2.47 0.02 0.74
O -28.056090 -19.700360 -14.008970 0.33 1.56 0.68 -0.72
N -27.210590 -21.533630 -14.897400 4.45 -1.55 -4.28 -0.80
N -28.558610 -21.736380 -13.274040 -2.02 -1.62 2.64 -0.82
H -27.005800 -22.522380 -14.920520 -0.33 0.14 0.26 0.40
H -26.521370 -20.999130 -15.406700 -0.27 0.07 -0.14 0.41
H -29.267050 -21.308910 -12.694830 0.08 -0.93 0.36 0.42
H -28.255280 -22.696570 -13.352280 -1.02 -0.02 0.89 0.41
C -25.051520 -14.660510 -12.489960 -2.70 -0.67 0.50 0.76
O -26.173200 -15.066490 -12.837680 -0.17 -0.29 -0.72 -0.72
N -24.154700 -15.421210 -11.945110 1.68 -4.05 0.62 -0.81
N -24.724210 -13.430490 -12.351590 -0.36 3.58 -1.02 -0.79
H -24.478750 -16.364140 -12.106270 1.22 -0.48 0.35 0.40
H -23.182930 -15.150260 -11.993550 -0.06 -0.65 0.05 0.40
H -23.830520 -13.263660 -11.911590 -0.57 1.17 -0.28 0.41
H -25.431650 -12.831920 -12.753270 0.79 1.01 0.39 0.42
C -31.786250 -15.652130 -12.587580 1.76 -0.86 -0.57 0.76
O -30.838690 -15.901650 -13.275720 3.30 -0.67 -2.33 -0.71
N -31.758730 -15.858630 -11.301150 -0.83 -0.01 3.31 -0.81
N -32.900870 -15.230550 -13.104320 -3.82 2.11 -0.83 -0.80
H -30.959240 -16.290670 -10.860400 -0.32 0.21 -0.20 0.42
H -32.609780 -15.642480 -10.802060 0.48 -0.39 0.51 0.39
H -33.451490 -14.664070 -12.475030 -0.45 -0.12 -0.25 0.38
H -32.905620 -14.866390 -14.046380 0.34 -0.24 0.12 0.41
C -31.112240 -19.232880 -15.307990 -0.02 -0.63 0.38 0.78
O -30.467270 -18.370650 -14.764120 0.79 2.71 0.70 -0.69
N -30.760320 -20.480970 -15.289080 1.21 -4.22 -0.21 -0.80
N -32.301100 -19.118990 -15.891900 -1.25 2.39 -0.62 -0.82
H -31.367310 -21.103190 -15.803370 0.61 -0.41 0.43 0.38
H -29.971210 -20.856190 -14.782510 -0.40 0.37 -0.37 0.40
H -32.712840 -19.876820 -16.417500 -0.09 0.64 0.01 0.40
H -32.500310 -18.140720 -16.044900 -0.82 -0.34 -0.48 0.41
```
Positions in Å, forces in eV/Å.

=====

2.
Entry from OMol25: 2 unconnected molecules or ions with the total composition C2H10NS2 at a distorted geometry (wB97M-V/def2-TZVPD).

## Properties
- Spin multiplicity: 1
- Total charge: +1
- Gap between HOMO and LUMO: 0.3330 Eh
- Energy above the lowest of the compared OMol25 structures with the same formula, charge and spin: 161.0 kJ/mol
- Highest occupied orbital energy: -12.8 eV

```
15
Properties=species:S:1:pos:R:3:forces:R:3:nbo_charge:R:1
C 1.161925 -1.520740 -1.481226 -2.17 1.83 1.60 -0.40
N 1.749415 -0.486515 -0.523073 2.26 1.90 -1.03 -0.70
H 1.850669 -1.910601 -2.180303 0.87 -0.14 -0.56 0.25
H 0.925415 -2.217924 -0.691424 -1.09 -1.05 -0.90 0.24
H 0.263942 -0.926447 -1.992816 1.91 -1.83 1.14 0.25
H 2.334728 -0.657415 0.325949 -0.90 -1.09 -0.61 0.46
H 1.005535 0.128234 -0.223900 -0.38 0.33 0.31 0.45
H 2.410284 0.117196 -1.038857 -0.48 0.10 -0.05 0.44
C -2.388332 0.672481 0.721327 -3.47 0.51 -0.03 -0.81
S -1.394344 2.015750 0.327916 3.11 0.52 1.09 0.19
S 0.224419 1.398113 1.637217 -0.72 1.14 -0.46 -0.28
H -2.273303 -0.124034 0.031554 -0.40 -0.61 -1.02 0.21
H -3.410173 1.218812 0.684758 1.07 -1.75 -0.09 0.25
H -2.281326 0.197415 1.672336 0.17 0.43 0.91 0.25
H -0.178850 2.095680 2.730548 0.23 -0.28 -0.31 0.20
```
Positions in Å, forces in eV/Å.

=====

3.
Entry from OMol25: a molecular structure, C23H38Cl2N3O4Zn at a distorted geometry (wB97M-V/def2-TZVPD).

## Properties
- Spin multiplicity: 1
- Total charge: -1
- Gap between HOMO and LUMO: 0.1891 Eh
- Energy above the lowest of the compared OMol25 structures with the same formula, charge and spin: 129.0 kJ/mol
- Highest occupied orbital energy: -2.8 eV

```
71
Properties=species:S:1:pos:R:3:forces:R:3:mulliken_charge:R:1
O -0.422538 -1.047911 -4.148834 0.82 -0.72 0.34 -0.77
C -1.118806 -0.029164 -3.903252 -2.61 0.79 1.35 -0.70
C -0.500666 1.349160 -4.136331 0.31 -0.89 -0.13 0.55
C 0.134410 2.075853 -3.137193 -0.09 0.72 -0.11 0.39
H 0.115900 1.714169 -2.104279 0.01 0.15 -0.49 0.64
C 0.705534 3.321973 -3.449196 -0.04 -0.51 -0.02 -1.44
H 1.177098 3.901553 -2.658305 -0.17 0.02 -0.10 0.51
C 0.736622 3.775758 -4.765345 0.01 -0.23 -0.10 -0.61
H 1.217668 4.722998 -5.006723 -0.12 -0.15 0.03 0.37
C 0.198998 2.978004 -5.783454 -0.01 -0.11 0.04 -0.50
H 0.291450 3.282512 -6.826857 -0.08 0.03 0.23 0.36
C -0.422674 1.768613 -5.468581 0.08 0.41 0.16 -0.46
H -0.838023 1.118890 -6.244549 0.10 0.28 0.21 0.41
H -2.223701 -0.054122 -4.210547 1.05 0.15 -0.44 0.32
C -3.011168 -1.046288 -1.992958 -1.01 -0.59 0.80 -1.06
C -2.151387 0.146054 -2.071490 1.31 1.61 -2.40 0.86
H -3.911854 -0.962774 -2.646229 0.52 0.01 0.28 0.38
H -3.390790 -1.188829 -0.956440 0.07 -0.26 -0.66 0.27
H -2.459714 -1.944845 -2.306608 -0.19 0.11 0.08 0.28
C -2.498847 1.411846 -1.776037 -0.28 -0.86 0.30 -0.45
C -3.698171 1.882878 -0.996284 -0.28 0.06 0.59 -1.28
H -1.893013 2.252158 -2.111753 0.04 -0.32 0.14 0.05
H -4.534729 2.082682 -1.681399 -0.07 -0.06 0.15 0.35
H -3.456622 2.835815 -0.485874 -0.12 -0.37 -0.21 0.29
H -4.014151 1.170948 -0.201633 0.03 0.47 -0.78 0.20
Zn -1.351375 -0.077746 0.676392 0.65 0.03 -0.85 1.39
Cl -0.457132 1.941768 0.348090 0.44 0.31 0.65 -0.67
Cl -3.359155 -0.465942 1.513848 -0.30 -0.24 0.77 -0.79
H 4.368858 1.487416 -2.456775 -0.45 0.08 0.05 0.30
H 3.945250 0.748755 0.110378 -0.17 0.00 0.02 0.32
C 3.281816 1.719898 -2.443640 -0.08 -0.02 -0.13 -1.09
C 2.916018 1.090538 -0.087916 -0.03 0.10 -0.07 -0.85
N 2.572075 0.886994 -1.484891 0.50 -0.33 -0.11 0.65
H 2.858253 1.549415 -3.446596 0.22 0.17 0.38 0.34
C 2.056610 -0.305298 -1.874197 0.03 -0.38 0.63 0.01
O 1.799840 -1.219709 -1.078616 0.91 1.19 -0.73 -0.71
H 2.207433 0.551689 0.545896 0.15 0.15 -0.13 0.02
H 1.872794 -0.390339 -2.965748 -0.10 0.00 0.36 0.36
H 3.150882 2.781666 -2.170481 0.06 -0.47 -0.21 0.32
H 2.857299 2.166672 0.113811 -0.06 -0.25 0.09 0.34
H 1.008127 -5.168167 0.476342 -0.21 0.13 0.15 0.33
H 1.760916 -5.121839 -1.483440 -0.06 0.24 -0.16 0.30
C 0.208597 -4.422581 0.404175 -0.19 0.05 0.10 -0.73
C 1.206549 -4.273225 -1.899294 -0.36 0.25 -0.27 -0.74
N 0.430528 -3.662326 -0.820757 -0.06 -0.58 0.42 0.39
H 0.233812 -3.758351 1.286198 -0.04 -0.26 -0.48 0.09
C -0.123189 -2.460202 -0.976245 -1.00 0.82 -0.15 -0.10
O -0.783408 -1.900967 -0.065035 0.66 -0.86 -0.58 -0.87
H 1.909590 -3.532539 -2.313840 -0.29 -0.29 0.17 0.23
H -0.029843 -2.052473 -1.997819 -0.34 0.00 0.38 0.50
H -0.773978 -4.945717 0.380287 0.54 0.30 0.06 0.27
H 0.545673 -4.639088 -2.709382 0.36 0.14 0.32 0.26
O 0.101982 -0.573682 2.182802 -0.10 -0.30 1.65 -0.52
C -0.018431 -0.642311 3.428474 0.31 0.05 -0.93 0.56
C 1.222189 -0.879887 4.298400 -0.47 -0.15 -0.80 -0.78
C 1.566486 0.348899 5.128787 0.14 0.02 0.23 -0.60
C 0.760524 0.399345 6.425081 0.23 0.28 -0.01 -0.66
C -0.721378 0.665067 6.210802 -0.23 0.00 0.15 -0.60
C -1.473631 -0.443920 5.479020 0.22 -0.26 -0.39 -0.81
N -1.209044 -0.492746 4.035955 -0.44 -0.13 -0.12 0.31
H 1.026099 -1.754199 4.938018 0.13 0.20 -0.03 0.44
H 2.038820 -1.132297 3.610085 -0.32 0.06 0.12 0.25
H 2.637197 0.321701 5.360975 -0.14 0.03 0.03 0.42
H 1.391506 1.257152 4.533210 0.07 -0.18 0.12 0.31
H 0.885410 -0.551520 6.961984 0.02 0.12 -0.02 0.29
H 1.171863 1.189112 7.064884 -0.07 -0.11 0.00 0.32
H -1.197774 0.785332 7.189106 0.00 0.01 -0.02 0.34
H -0.861284 1.610289 5.674849 -0.01 -0.10 -0.02 0.32
H -1.232182 -1.424733 5.926343 -0.12 0.26 0.03 0.30
H -2.552989 -0.279790 5.593144 0.30 -0.12 -0.12 0.41
H -2.027434 -0.520349 3.405887 0.42 0.26 0.19 -0.10
```
Positions in Å, forces in eV/Å.

=====

4.
Entry from OMol25: a single C4H7PS molecule at a distorted geometry (wB97M-V/def2-TZVPD).

## Properties
- Spin multiplicity: 1
- Gap between HOMO and LUMO (alpha / beta): 0.2969 / 0.2448 Eh
- Energy above the lowest of the compared OMol25 structures with the same formula, charge and spin: 332.4 kJ/mol
- Highest occupied orbital energy (alpha / beta): -8.5 / -7.7 eV

```
13
Properties=species:S:1:pos:R:3:forces:R:3:nbo_charge:R:1
C 0.312037 -0.881606 0.739683 -3.86 -0.73 -3.55 -0.46
C -0.675861 0.250295 1.007515 1.09 2.18 -0.49 -0.66
C 0.580236 -1.297153 -0.765214 -0.74 0.10 0.78 -0.36
C 0.493247 1.253010 -1.428948 -0.37 -1.47 0.63 -0.76
P -0.195630 1.930112 0.125222 -1.34 -0.20 -0.94 0.50
S -0.074496 -0.367896 -1.996400 -0.31 0.33 0.02 0.43
H 1.192381 -0.824249 1.196086 3.55 0.59 2.29 0.21
H -0.269919 -1.674468 1.184219 0.30 -1.15 0.07 0.24
H -1.704882 0.124075 0.570519 1.08 -0.51 1.20 0.24
H -0.526572 0.608222 2.077550 -1.03 -0.95 -1.14 0.25
H 0.960226 -2.325796 -1.031717 -0.28 1.30 0.54 0.22
H 1.562331 1.060098 -1.414602 0.21 0.59 0.45 0.19
H -1.653100 2.145357 -0.263914 1.71 -0.07 0.14 -0.04
```
Positions in Å, forces in eV/Å.

=====

5.
Entry from OMol25: a molecular structure, C28H22ClFeN5O2S3 (wB97M-V/def2-TZVPD).

## Properties
- Spin multiplicity: 5
- Expectation value of S²: 6.01
- Total charge: -2
- Gap between HOMO and LUMO (alpha / beta): 0.1726 / 0.1813 Eh
- Energy above the lowest of the compared OMol25 structures with the same formula, charge and spin: 23.9 kJ/mol
- Highest occupied orbital energy (alpha / beta): -0.7 / -0.9 eV

```
62
Properties=species:S:1:pos:R:3:forces:R:3:lowdin_spin:R:1
Fe 1.621553 -1.307773 -1.229101 0.55 0.57 0.30 3.73
C -2.137931 5.145152 -0.283687 0.03 -0.15 -0.03 0.00
C -1.255176 3.932106 -0.131051 -0.04 0.13 0.10 0.00
C -1.026351 3.355825 1.115591 0.02 -0.01 -0.09 0.00
C -0.283624 2.204286 1.243814 0.00 -0.05 -0.05 0.00
C 0.313885 1.520732 0.145311 -0.10 -0.19 0.06 0.00
N 0.942508 0.324765 0.292731 0.15 -0.53 -0.58 0.03
C 1.400679 -0.020999 1.551615 -0.09 0.09 0.20 0.00
C 2.237535 0.819698 2.307649 -0.07 0.04 -0.04 0.00
C 2.687219 0.480444 3.564468 -0.03 -0.04 0.03 0.00
C 2.341951 -0.735008 4.153359 -0.04 0.02 0.03 0.00
C 2.849059 -1.125187 5.518238 0.04 -0.02 -0.15 0.00
C 1.560616 -1.597846 3.405752 0.04 -0.07 0.00 0.00
C 1.100633 -1.257866 2.138539 0.15 0.26 0.13 0.00
N 0.316257 -2.228544 1.451517 -0.21 -0.09 0.25 0.00
C -0.817118 -2.800804 1.905079 0.02 -0.04 -0.12 0.00
C -1.130727 -3.823927 1.037987 -0.05 -0.04 0.02 0.00
C -0.114178 -3.792311 0.072511 0.01 -0.09 0.21 0.00
N 0.762565 -2.835725 0.339995 -0.15 0.30 -0.44 0.02
C 0.090392 2.146615 -1.113538 -0.16 0.10 0.23 0.00
C -0.689941 3.295038 -1.220141 0.01 -0.03 -0.06 0.00
N 0.634234 1.650870 -2.328733 0.29 0.21 -0.02 0.00
C 0.977318 2.388551 -3.410812 0.10 -0.06 -0.15 0.01
C 1.303516 1.512577 -4.419138 -0.06 0.05 0.00 0.00
C 1.138830 0.243679 -3.849182 -0.13 0.09 -0.06 0.01
N 0.742974 0.345529 -2.590767 -0.10 -0.44 -0.05 0.02
H -2.103577 5.760404 0.617173 -0.02 0.03 -0.01 0.00
H -3.179793 4.853134 -0.448814 -0.01 0.07 0.00 0.00
H -1.828438 5.764100 -1.128338 -0.01 0.00 0.00 0.00
H -1.466079 3.805920 2.000990 0.02 -0.01 0.02 0.00
H -0.163698 1.776195 2.227881 0.04 -0.04 0.04 0.00
H 2.546769 1.755109 1.859389 -0.02 0.01 -0.03 0.00
H 3.348766 1.157100 4.096232 -0.02 0.02 -0.02 0.00
H 3.088698 -0.241010 6.110585 0.01 -0.01 0.02 0.00
H 3.756300 -1.730433 5.436219 0.00 0.01 0.05 0.00
H 2.105115 -1.710695 6.061807 0.01 -0.01 0.03 0.00
H 1.309532 -2.579060 3.796600 -0.01 0.00 -0.02 0.00
H -1.319299 -2.430545 2.782594 0.07 0.04 0.02 0.00
H -1.989073 -4.472357 1.077483 0.01 0.00 -0.01 0.00
H 0.011493 -4.409415 -0.801090 0.00 0.10 -0.06 0.00
H -0.875905 3.697285 -2.209482 0.00 -0.04 -0.03 0.00
H 1.000048 3.463373 -3.392269 -0.05 0.01 0.11 0.00
H 1.638907 1.757204 -5.411804 0.03 0.00 0.02 0.00
H 1.304109 -0.731698 -4.276627 0.02 -0.02 0.06 0.00
S 6.365302 -0.350309 -0.840357 0.24 -0.01 -0.02 0.02
C 4.772431 -0.878487 -0.934211 0.15 0.14 0.20 0.00
S 3.921868 -1.547856 0.386574 -0.41 -0.24 -0.16 0.05
S 3.858654 -0.693988 -2.387680 -0.84 -0.23 -0.14 0.05
Cl -5.762490 0.204621 -0.106890 -0.09 0.05 0.01 0.00
C -4.405742 -0.568241 -0.901542 0.11 -0.01 0.02 0.00
C -4.646355 -1.475751 -1.919732 -0.04 0.02 0.02 0.00
C -3.567486 -2.092265 -2.536080 -0.10 0.00 -0.01 0.00
C -2.264217 -1.818875 -2.136719 0.28 -0.09 -0.01 0.00
C -2.058457 -0.903051 -1.114270 0.03 -0.04 -0.11 0.00
C -3.120788 -0.262380 -0.492701 -0.02 0.04 0.00 0.00
C -1.103447 -2.558210 -2.833766 0.00 -0.04 -0.09 0.00
O -1.435410 -3.307857 -3.760764 0.02 -0.05 -0.03 0.00
O 0.075891 -2.374866 -2.410639 0.14 0.31 0.27 0.04
H -5.665862 -1.686424 -2.217205 0.02 -0.02 -0.02 0.00
H -3.718830 -2.801065 -3.339916 0.05 0.00 0.02 0.00
H -1.051664 -0.679280 -0.806060 0.22 0.06 0.12 0.00
H -2.943939 0.469767 0.285447 0.00 -0.02 0.01 0.00
```
Positions in Å, forces in eV/Å.